[1]
Density functional theory data (ωB97M-V with the def2-TZVPD basis set) for a single C27H27N3O4 molecule.

XYZ file:
```
61
Properties=species:S:1:pos:R:3:mulliken_charge:R:1
C 4.07 -1.13 3.01 -0.998
O 2.91 -0.57 2.45 -0.390
C 1.70 -1.15 2.74 0.554
C 1.54 -2.26 3.56 -0.545
C 0.27 -2.77 3.80 -0.760
C -0.83 -2.18 3.22 -0.966
C -0.68 -1.07 2.41 -0.145
C 0.58 -0.54 2.16 0.750
C 0.78 0.69 1.32 -1.009
N -0.31 0.95 0.41 0.670
C -1.19 1.95 0.61 0.015
O -1.07 2.79 1.47 -0.697
C -2.36 2.03 -0.38 0.360
C -2.23 3.32 -1.22 -1.471
C -1.14 3.19 -2.24 0.603
C -1.31 2.85 -3.55 -0.808
N -0.09 2.76 -4.17 0.032
C 0.89 3.05 -3.27 -0.907
C 2.27 3.09 -3.42 -0.834
C 3.02 3.41 -2.31 -0.547
C 2.42 3.70 -1.08 -0.817
C 1.05 3.67 -0.93 -0.171
C 0.27 3.32 -2.03 1.420
N -2.48 0.89 -1.26 -0.051
C -2.84 -0.33 -0.84 0.605
O -3.21 -0.61 0.27 -0.662
O -2.71 -1.23 -1.85 -0.445
C -2.78 -2.59 -1.45 -0.976
C -1.53 -3.03 -0.73 0.591
C -0.31 -2.44 -1.00 -0.106
C 0.83 -2.83 -0.34 -0.435
C 0.77 -3.84 0.60 -0.341
C -0.45 -4.45 0.88 -0.629
C -1.59 -4.04 0.23 -0.768
H 4.05 -1.09 4.10 0.369
H 4.89 -0.52 2.64 0.249
H 4.22 -2.17 2.68 0.360
H 2.39 -2.74 4.02 0.437
H 0.17 -3.63 4.44 0.411
H -1.82 -2.58 3.40 0.423
H -1.55 -0.61 1.97 0.344
H 0.87 1.57 1.96 0.374
H 1.71 0.59 0.74 0.517
H -0.52 0.23 -0.26 -0.325
H -3.27 2.09 0.23 0.498
H -3.18 3.52 -1.72 0.419
H -2.01 4.14 -0.53 0.457
H -2.21 2.68 -4.10 0.446
H 0.05 2.56 -5.15 0.178
H 2.73 2.88 -4.37 0.389
H 4.10 3.45 -2.39 0.401
H 3.05 3.96 -0.24 0.429
H 0.60 3.90 0.03 0.413
H -2.12 1.00 -2.20 0.185
H -2.91 -3.16 -2.38 0.343
H -3.66 -2.74 -0.82 0.421
H -0.26 -1.66 -1.76 0.524
H 1.78 -2.35 -0.55 0.409
H 1.66 -4.16 1.12 0.390
H -0.50 -5.23 1.62 0.423
H -2.54 -4.50 0.46 0.393
```

The value obtained for the orbital gap is 8.68 eV. The value obtained for the relative energy (zero: lowest compared OMol25 entry of this formula, charge and spin) is 0.000 eV. The spin multiplicity is 1. As for the structure (SMILES): COc1ccccc1CNC(=O)[C@@H](Cc1c[nH]c2ccccc12)NC(=O)OCc1ccccc1. As for the total energy: -1510.3787 hartree.

=====

[2]
Density functional theory data (ωB97M-V with the def2-TZVPD basis set) for a molecular structure, C5H7CoO4.

XYZ file:
```
17
Properties=species:S:1:pos:R:3:lowdin_spin:R:1
H 3.04 -1.03 -0.69 0.135
Co 3.13 1.50 0.69 2.736
O 3.05 -0.46 1.12 0.684
O 1.22 -1.43 0.14 0.056
C 0.00 -0.81 0.52 0.016
C -0.24 0.37 -0.43 0.005
O 1.88 0.67 -0.42 0.196
C 2.26 -0.55 0.04 0.152
H -0.78 -1.58 0.42 0.001
H 0.10 -0.46 1.56 0.006
H -0.26 1.33 0.09 0.001
H -0.06 0.10 -1.48 0.001
H -2.33 1.08 -1.50 0.000
O -3.52 0.95 1.32 0.002
C -2.16 0.34 -0.71 0.007
C -2.93 0.66 0.39 0.002
H -2.40 -0.68 -1.06 0.000
```

The value obtained for the orbital gap (alpha / beta) is 8.81 / 6.56 eV. The value obtained for the relative energy (zero: lowest compared OMol25 entry of this formula, charge and spin) is 2.246 eV. The net charge is +2. The spin multiplicity is 5. As for the total energy: -1877.5426 hartree.

=====

[3]
Density functional theory data (ωB97M-V with the def2-TZVPD basis set) for 11 unconnected molecules or ions with the total composition C5H33N2O11.

XYZ file:
```
51
Properties=species:S:1:pos:R:3:mulliken_charge:R:1
C -1.26 0.53 0.27 -1.099
O -1.54 1.05 -1.00 -0.167
C -0.01 -0.45 0.31 0.503
C -0.22 -1.63 1.24 -0.747
C 1.02 -1.86 2.16 -0.760
C 0.63 -0.47 3.92 -0.283
N 1.44 -0.74 3.01 -0.255
N 1.23 0.38 0.50 0.068
H -2.09 -0.12 0.59 0.392
H -0.95 1.40 0.83 0.215
H -2.04 0.35 -1.44 0.314
H 0.16 -0.96 -0.67 0.225
H -1.12 -1.51 1.83 0.565
H -0.44 -2.59 0.74 0.149
H 0.74 -2.79 2.69 0.654
H 1.82 -2.31 1.46 -0.133
H 0.60 0.48 4.48 0.245
H -0.14 -1.04 4.38 0.324
H 1.42 0.91 -0.37 0.330
H 1.10 0.93 1.36 0.336
H 2.09 -0.03 0.82 0.539
H 0.85 1.90 -2.08 0.315
H 2.31 2.58 -2.38 0.266
O 1.82 1.91 -1.91 -0.705
H 2.65 1.82 2.18 0.287
H 2.93 2.02 3.54 0.320
O 2.46 2.53 2.82 -0.609
H -1.05 4.17 1.25 0.262
H 0.24 4.58 0.52 0.269
O -0.31 3.81 0.74 -0.524
H -2.29 -4.37 -1.64 0.287
H -1.01 -3.25 -1.73 0.307
O -1.85 -3.55 -1.39 -0.687
H -4.81 0.80 -0.74 0.273
H -5.00 -0.47 0.26 0.270
O -4.60 -0.12 -0.54 -0.526
H 4.12 1.79 0.65 0.284
H 4.20 0.29 0.92 0.226
O 3.57 1.03 0.89 -0.608
H -2.76 -2.07 -1.94 0.315
H -3.89 -1.18 -2.14 0.313
O -2.91 -1.11 -2.15 -0.729
H -1.56 -0.76 -3.20 0.475
H -0.93 -1.94 -4.08 0.254
O -0.92 -1.00 -3.90 -0.643
H 3.18 -1.98 -1.18 0.274
H 3.33 -2.89 0.12 0.267
O 2.84 -2.18 -0.30 -0.588
H -1.62 3.00 -2.87 0.273
H -0.68 2.33 -3.84 0.309
O -0.70 2.74 -2.96 -0.642
```

The value obtained for the orbital gap is 10.25 eV. The value obtained for the relative energy (zero: lowest compared OMol25 entry of this formula, charge and spin) is 4.450 eV. The net charge is +1. The spin multiplicity is 1. As for the total energy: -1147.1520 hartree.

=====

> What is the formula in the third record?

C5H33N2O11

=====

> Which value of relative energy (zero: lowest compared OMol25 entry of this formula, charge and spin) does entry 1 give?

0.000 eV

=====

> Which of these has the lowest relative energy (zero: lowest compared OMol25 entry of this formula, charge and spin)?

C27H27N3O4

=====

> Which of these has the lowest relative energy (zero: lowest compared OMol25 entry of this formula, charge and spin)?

C27H27N3O4